1.
{"formula": "C23H25BClN8O7PTi", "method": "wB97M-V/def2-TZVPD", "species": ["Ti", "C", "C", "N", "N", "C", "B", "N", "C", "C", "C", "N", "N", "C", "C", "C", "N", "H", "H", "H", "H", "H", "H", "H", "H", "H", "H", "O", "C", "O", "C", "C", "Cl", "N", "N", "C", "C", "O", "O", "C", "C", "C", "C", "C", "C", "H", "H", "H", "H", "H", "H", "C", "O", "P", "O", "C", "O", "C", "H", "H", "H", "H", "H", "H", "H", "H", "H"], "positions_angstrom": [[0.700180, -0.578752, -0.322750], [-0.519958, 3.497248, 1.053314], [-0.822070, 2.158332, 0.818064], [0.279285, 1.468319, 0.521663], [1.301977, 2.343605, 0.571568], [0.851059, 3.565199, 0.884904], [2.746640, 1.891276, 0.245195], [2.823057, 1.500918, -1.246181], [3.691670, 1.906071, -2.185201], [3.458848, 1.178577, -3.337105], [2.411233, 0.320046, -2.993888], [2.032739, 0.523497, -1.736853], [3.107702, 0.663449, 1.120403], [4.099610, 0.548544, 2.014596], [4.079410, -0.731965, 2.536611], [3.009493, -1.347548, 1.886802], [2.432630, -0.509104, 1.032376], [-1.195042, 4.293573, 1.309236], [-1.784081, 1.668042, 0.837159], [1.531015, 4.395421, 0.974969], [3.512376, 2.784674, 0.469639], [4.414713, 2.674622, -1.970356], [3.975819, 1.248045, -4.277366], [1.918496, -0.430205, -3.592286], [4.751586, 1.380932, 2.218827], [4.737219, -1.155876, 3.273553], [2.629810, -2.351669, 1.990939], [-3.170104, -4.546712, -1.364758], [-3.564827, -3.864329, -0.303294], [-4.712764, -3.837535, 0.062970], [-2.516881, -3.080939, 0.416297], [-2.678137, -2.470794, 1.644093], [-4.009141, -2.450019, 2.696194], [-1.550773, -1.789868, 1.944964], [-0.650848, -1.921066, 0.941732], [-1.202572, -2.716272, 0.036723], [-0.307576, -3.128718, -1.121480], [-0.675640, -4.099116, -1.791888], [0.739243, -2.433996, -1.269445], [-1.097629, -1.380012, 3.243875], [-0.484113, -0.150643, 3.406145], [0.007893, 0.195367, 4.655578], [-0.126252, -0.676193, 5.725808], [-0.739647, -1.908726, 5.546467], [-1.218887, -2.272685, 4.299289], [-2.183842, -4.464283, -1.526560], [-0.373071, 0.509942, 2.560870], [0.496037, 1.151688, 4.789011], [0.253005, -0.400068, 6.700696], [-0.834262, -2.595519, 6.376802], [-1.677224, -3.240114, 4.143286], [-3.460141, 1.936287, -3.164646], [-2.370129, 2.218926, -2.287659], [-0.857161, 1.633845, -2.327872], [-0.684082, 1.292595, -3.919970], [-0.057255, 2.293699, -4.722753], [-1.053750, 0.050431, -1.835615], [-1.958466, -0.833850, -2.536717], [-4.076450, 2.831940, -3.207346], [-4.058962, 1.111873, -2.777599], [-3.106604, 1.690631, -4.166311], [-0.722303, 3.146568, -4.876167], [0.166216, 1.837824, -5.684441], [0.872185, 2.636512, -4.263639], [-2.843643, -0.996847, -1.922054], [-1.449593, -1.775622, -2.721919], [-2.237242, -0.409449, -3.496481]], "forces_ev_per_a": [[0.023, 0.531, 0.040], [0.081, 0.001, 0.017], [-0.098, -0.048, -0.013], [0.003, 0.052, 0.056], [0.093, -0.063, -0.033], [-0.058, 0.064, 0.018], [-0.061, 0.005, -0.038], [0.065, -0.084, 0.087], [-0.034, 0.000, -0.080], [0.012, 0.048, 0.060], [-0.039, -0.032, -0.088], [0.065, -0.122, 0.101], [0.040, -0.044, -0.068], [-0.031, -0.065, 0.023], [-0.045, 0.047, -0.018], [0.011, -0.060, 0.021], [-0.070, 0.110, 0.072], [-0.004, 0.013, 0.005], [0.018, -0.018, -0.017], [0.025, -0.012, -0.003], [0.024, 0.031, 0.023], [-0.007, 0.012, 0.019], [0.013, 0.009, -0.006], [-0.020, -0.010, 0.034], [-0.002, 0.016, -0.015], [0.015, 0.009, 0.009], [-0.007, 0.007, -0.011], [-0.181, -0.004, 0.156], [0.009, 0.023, -0.159], [-0.008, -0.044, 0.028], [0.083, -0.107, -0.084], [-0.171, 0.026, 0.050], [-0.011, -0.029, -0.072], [0.177, -0.043, -0.031], [-0.007, 0.008, 0.013], [0.149, 0.004, 0.109], [-0.430, -0.166, 0.159], [0.230, 0.059, -0.119], [-0.060, -0.158, -0.232], [0.001, 0.029, 0.024], [-0.017, -0.085, -0.019], [-0.003, 0.009, 0.008], [-0.004, -0.010, 0.014], [0.012, 0.017, 0.023], [0.015, 0.019, -0.006], [0.099, 0.036, -0.037], [0.020, 0.013, 0.037], [-0.001, 0.003, -0.007], [0.005, 0.005, 0.001], [0.000, -0.004, -0.001], [0.019, 0.012, 0.013], [-0.033, -0.004, -0.032], [0.049, 0.002, 0.072], [-0.032, 0.005, -0.178], [-0.034, -0.044, -0.028], [0.003, 0.031, -0.023], [0.077, 0.060, 0.086], [0.002, -0.061, -0.002], [0.007, -0.004, -0.004], [0.015, -0.001, 0.013], [0.002, 0.004, 0.008], [-0.002, -0.007, -0.001], [0.000, 0.000, 0.010], [0.005, -0.001, 0.013], [0.018, -0.005, 0.002], [-0.014, 0.019, -0.008], [-0.003, -0.001, 0.011]], "s2": 2.00, "homo_energy_ev": [-6.3, -9.3], "energy_ev": -96119.251, "relative_energy_ev": 0.000, "multiplicity": 3}


2.
{"formula": "C8H12N4O2", "method": "wB97M-V/def2-TZVPD", "species": ["C", "C", "C", "C", "C", "C", "C", "C", "N", "N", "N", "N", "O", "O", "H", "H", "H", "H", "H", "H", "H", "H", "H", "H", "H", "H"], "positions_angstrom": [[-3.084632, 1.064247, -0.389132], [-1.746701, 0.895169, -0.554752], [-3.710517, -0.083257, 0.298234], [0.386360, 2.268166, -0.141496], [-0.772485, 1.870171, -1.093996], [-0.241092, -0.916839, -0.024117], [0.509730, -0.946004, -1.269672], [0.314516, -1.664944, 1.218849], [-2.537414, -0.838950, 0.622102], [-1.445308, -0.332651, -0.025951], [1.092532, 1.282085, 0.410021], [1.838565, 1.373197, 1.492345], [-4.810357, -0.412522, 0.618387], [0.658223, 3.475937, -0.006745], [-3.590462, 1.847211, -0.852838], [-0.366851, 1.492349, -1.958934], [-1.293481, 2.850028, -1.190892], [-0.196500, -1.186247, -2.091913], [1.393706, -1.686807, -1.229879], [0.869902, 0.095898, -1.513948], [0.920077, -2.457285, 0.901302], [-0.712193, -2.023106, 1.607952], [0.554438, -0.860955, 1.940868], [-2.527476, -1.910824, 0.794300], [1.938429, 2.210768, 2.005178], [2.813014, 1.072289, 1.241834]], "forces_ev_per_a": [[-0.103, -0.668, 0.072], [-1.683, -0.624, 0.401], [2.734, 0.375, -0.423], [0.308, 1.709, 0.497], [-0.644, 1.540, 2.715], [2.873, -0.226, 1.787], [1.115, 0.081, -1.606], [-5.573, 2.118, -0.611], [-0.843, -2.821, 1.071], [0.593, 0.410, -0.134], [-1.278, -1.624, -1.332], [2.769, -1.365, -0.250], [-1.232, -0.105, 0.133], [-0.435, -1.012, -0.029], [-0.961, 1.245, -0.210], [0.872, -0.359, -2.356], [0.302, -0.903, -0.526], [0.517, -0.262, 0.194], [-1.432, 1.328, -0.164], [0.235, -1.323, 0.125], [1.256, -0.807, 0.237], [1.946, -0.340, 0.209], [0.953, -0.732, -0.203], [-0.327, 2.744, -0.628], [-0.695, 1.613, 0.409], [-1.269, 0.010, 0.626]], "homo_energy_ev": [-6.7, -8.3], "energy_ev": -18540.885, "relative_energy_ev": 4.206}


3.
{"formula": "C2H2N2O2", "method": "wB97M-V/def2-TZVPD", "species": ["C", "C", "H", "H", "N", "N", "O", "O"], "positions_angstrom": [[1.028585, -0.114108, -0.076331], [0.055608, 0.989781, -0.068255], [0.323654, 2.039531, -0.022057], [-1.650842, -1.271636, 0.528003], [-1.147754, 0.550530, -0.058296], [-1.091119, -0.789210, -0.177697], [2.237018, -0.169640, -0.053278], [0.244852, -1.235249, -0.072089]], "forces_ev_per_a": [[1.206, -0.164, 0.203], [0.366, 0.468, 0.002], [-0.202, -0.231, -0.088], [0.193, 0.127, -0.196], [0.385, -0.039, 0.167], [-0.310, -0.416, -0.036], [-1.322, 0.254, -0.112], [-0.317, 0.001, 0.060]], "smiles": "O=c1cn[nH]o1", "homo_energy_ev": -10.1, "energy_ev": -9179.342, "relative_energy_ev": 2.445}